Formula: C4H10Cl3O4P
Source: the OMol25 dataset
Level of theory: the ωB97M-V functional and the def2-TZVPD basis

Kohn-Sham gap ... 0.4060 Ha
Relative energy (zero: lowest compared OMol25 entry of this formula, charge and spin) ... 0.378 eV
Highest occupied orbital energy ... -10.5 eV
SMILES string ... COP(=O)(OC)OC.ClC(Cl)Cl
Calculated total energy ... -59358.2552 eV

Each line ends with the Löwdin charge.
Positions of all 22 atoms, in Å:
C  1.291  -0.884  0.354  -0.092
O  0.581  0.338  0.607  -0.212
P  0.854  1.658  -0.251  0.373
O  2.162  1.788  -0.923  -0.234
O  -0.413  1.766  -1.200  -0.211
C  -0.742  0.782  -2.162  -0.096
O  0.544  2.770  0.846  -0.205
C  0.829  4.116  0.484  -0.107
H  0.558  -1.609  0.001  0.037
H  1.813  -1.171  1.261  0.093
H  1.998  -0.745  -0.469  0.082
H  -1.704  0.356  -1.860  0.093
H  0.011  0.002  -2.249  0.084
H  -0.942  1.187  -3.154  0.089
H  0.288  4.423  -0.407  0.089
H  1.904  4.277  0.386  0.088
H  0.534  4.757  1.315  0.088
C  -1.823  -4.798  1.534  -1.554
Cl  -0.779  -4.028  0.386  0.574
Cl  -2.827  -6.070  0.823  0.518
Cl  -2.893  -3.624  2.375  0.496
H  -1.244  -5.290  2.303  0.008